1.
CH9NO3 | ωB97M-V with the def2-TZVPD basis set

The geometry in XYZ format:
```
14
CH9NO3, DFT ωB97M-V with the def2-TZVPD basis set
C -0.662 -3.000 -1.019
N -1.183 -2.553 -2.153
H -1.311 -2.986 -0.036
H 0.254 -3.641 -0.995
H -0.576 -2.760 -2.951
O 1.416 2.725 -0.987
H 1.104 2.978 -1.856
H 2.353 2.763 -0.783
O 1.678 0.468 1.679
H 0.793 0.737 1.954
H 1.646 0.924 0.822
O -1.905 1.652 1.744
H -2.144 1.935 2.631
H -1.463 0.759 1.949
```

Results
* SMILES: C=N.O.O.O
* LUMO level: 0.02003 hartree
* energy relative to the best compared isomer or geometry (same formula, charge and spin): 38.6 kcal/mol
* frontier orbital gap: 10.8 eV

natural (NBO) population analysis, charges in e, atoms 1 to 8: -0.068, -0.595, 0.174, 0.158, 0.332, -0.979, 0.493, 0.487


2.
CH9NO3 | ωB97M-V with the def2-TZVPD basis set

The geometry in XYZ format:
```
14
CH9NO3, DFT ωB97M-V with the def2-TZVPD basis set
C -1.199 1.869 -1.567
N -1.763 0.977 -0.866
H -0.285 1.723 -2.153
H -1.718 2.737 -1.999
H -2.196 1.441 -0.066
O -0.084 -1.841 -0.475
H -0.269 -0.995 -0.043
H -0.902 -2.117 -0.892
O 0.210 0.172 1.740
H 0.795 -0.584 1.919
H 0.481 0.788 2.428
O 2.311 -1.607 1.006
H 2.882 -0.875 0.743
H 1.737 -1.687 0.224
```

Results
* SMILES: C=N.O.O.O
* LUMO level: 0.02686 hartree
* energy relative to the best compared isomer or geometry (same formula, charge and spin): 35.5 kcal/mol
* frontier orbital gap: 10.3 eV

natural (NBO) population analysis, charges in e, atoms 1 to 8: 0.003, -0.642, 0.143, 0.139, 0.359, -0.988, 0.505, 0.485


3.
CH9NO3 | ωB97M-V with the def2-TZVPD basis set

The geometry in XYZ format:
```
14
CH9NO3, DFT ωB97M-V with the def2-TZVPD basis set
N -1.594 -1.974 0.031
C -1.887 -1.652 1.364
O -1.248 -0.471 1.668
H -1.052 -2.926 -0.025
H -0.974 -1.243 -0.365
H -1.768 -2.408 2.182
H -2.902 -1.300 1.317
H -0.628 -0.381 0.947
O 2.968 1.190 0.081
H 3.088 2.194 0.025
H 2.998 1.105 1.129
O 0.655 2.463 -2.711
H 0.825 3.361 -2.774
H 1.518 2.040 -2.870
```

Results
* SMILES: NCO.O.O
* LUMO level: 0.01706 hartree
* energy relative to the best compared isomer or geometry (same formula, charge and spin): 39.0 kcal/mol
* frontier orbital gap: 9.7 eV

natural (NBO) population analysis, charges in e, atoms 1 to 8: -0.840, 0.088, -0.709, 0.363, 0.349, 0.153, 0.146, 0.450


4.
CH9NO4P | ωB97M-V with the def2-TZVPD basis set

The geometry in XYZ format:
```
16
CH9NO4P, DFT ωB97M-V with the def2-TZVPD basis set
C -1.348 -0.151 -2.012
N -2.032 0.930 -1.236
H -0.316 -0.289 -1.649
H -1.311 0.111 -3.083
H -1.891 -1.104 -1.902
H -2.069 0.688 -0.225
H -1.524 1.832 -1.337
H -3.006 1.065 -1.575
O -2.069 0.258 1.119
O -3.203 0.682 3.423
O -0.787 0.153 3.383
O -2.448 -1.613 2.888
P -2.121 -0.092 2.547
H -3.326 1.607 3.080
H 0.012 -0.004 2.811
H -3.066 -1.994 2.208
```

Results
* LUMO level: -0.12472 hartree
* total charge: +1
* frontier orbital gap: 12.7 eV

natural (NBO) population analysis, charges in e, atoms 1 to 8: -0.431, -0.692, 0.236, 0.236, 0.236, 0.470, 0.428, 0.428